This record from OMol25 describes C41H55N11OsSbSi3 as an isolated structure at a distorted geometry. The level of theory is the ωB97M-V functional and the def2-TZVPD basis.

Cartesian coordinates (Å):
Os  -0.039  -0.108  0.190
N  2.536  -1.027  2.293
C  2.079  -2.089  1.619
N  2.595  -3.260  1.922
C  2.227  -4.316  1.192
N  2.649  -5.523  1.507
N  1.439  -4.187  0.102
C  0.946  -3.005  -0.142
N  1.168  -1.907  0.613
C  0.143  -2.880  -1.372
C  0.085  -3.966  -2.240
C  -0.581  -3.830  -3.445
C  -1.193  -2.618  -3.723
C  -1.111  -1.595  -2.791
N  -0.444  -1.704  -1.644
H  3.103  -1.239  3.099
H  1.987  -0.179  2.287
H  3.271  -5.663  2.288
H  2.358  -6.305  0.944
H  0.580  -4.880  -1.958
H  -0.625  -4.652  -4.142
H  -1.730  -2.473  -4.645
H  -1.612  -0.655  -2.974
C  -1.540  2.986  3.777
Sb  -0.745  2.537  1.797
C  -1.256  0.083  1.792
C  -0.989  -0.520  3.089
C  -1.700  -0.232  4.262
C  -1.452  -0.975  5.400
C  -0.525  -2.006  5.353
C  0.128  -2.228  4.151
N  -0.078  -1.501  3.067
Si  -3.130  -0.441  1.367
C  -4.471  0.152  2.581
C  -2.974  -2.336  1.289
C  -3.493  0.242  -0.372
C  1.386  3.122  2.094
C  2.283  2.382  1.196
C  3.604  2.844  1.027
C  4.469  2.225  0.157
C  4.024  1.122  -0.568
C  2.736  0.701  -0.346
N  1.887  1.302  0.506
Si  2.074  3.077  3.963
C  1.651  1.355  4.681
C  3.972  3.229  4.062
C  1.366  4.495  5.011
Si  1.312  4.983  1.385
C  2.796  6.085  1.826
C  -0.265  5.875  1.973
C  1.217  4.736  -0.510
H  -2.580  2.675  3.823
H  -1.512  4.063  3.896
H  -0.972  2.508  4.570
H  -2.457  0.531  4.265
H  -1.993  -0.772  6.310
H  -0.323  -2.621  6.215
H  0.853  -3.023  4.045
H  -4.420  -0.343  3.546
H  -5.440  -0.102  2.160
H  -4.480  1.227  2.746
H  -2.872  -2.789  2.270
H  -2.107  -2.628  0.697
H  -3.860  -2.764  0.830
H  -3.853  1.263  -0.330
H  -4.257  -0.350  -0.865
H  -2.597  0.210  -0.988
H  3.922  3.703  1.584
H  5.475  2.591  0.034
H  4.662  0.614  -1.273
H  2.366  -0.180  -0.871
H  2.515  0.698  4.615
H  0.812  0.861  4.197
H  1.418  1.449  5.739
H  4.507  2.445  3.534
H  4.250  3.148  5.109
H  4.354  4.186  3.722
H  0.290  4.505  5.122
H  1.668  5.469  4.640
H  1.781  4.402  6.010
H  3.055  6.068  2.878
H  2.533  7.111  1.588
H  3.691  5.863  1.256
H  -0.312  5.970  3.051
H  -1.180  5.397  1.632
H  -0.265  6.886  1.578
H  1.953  4.021  -0.868
H  1.431  5.674  -1.015
H  0.233  4.395  -0.830
C  -0.282  1.754  -3.839
C  0.097  1.532  -2.524
N  -0.659  1.871  -1.477
C  -1.797  2.521  -1.727
C  -2.304  2.732  -3.008
C  -1.524  2.306  -4.088
C  -3.659  3.220  -3.268
C  -4.250  4.358  -2.897
C  -3.643  5.492  -2.225
C  -4.448  6.580  -1.856
C  -3.797  7.673  -1.306
N  -2.491  7.668  -1.135
C  -1.798  6.606  -1.485
N  -2.328  5.522  -2.008
H  0.370  1.471  -4.650
H  1.052  1.071  -2.309
H  -2.354  2.866  -0.863
H  -1.889  2.420  -5.098
H  -4.240  2.541  -3.881
H  -5.281  4.517  -3.180
H  -5.515  6.563  -2.002
H  -4.332  8.565  -1.005
H  -0.730  6.629  -1.323

E_tot ... -92415.8528 eV
Total charge ... +3
Kohn-Sham gap (spin up / spin down) ... 5.5426 / 4.6031 eV
LUMO level (spin up / spin down) ... -9.61 / -10.55 eV

Atomic partial charges in e from the Löwdin method, atoms 1 to 99: atom 1 (Os): 1.281, atom 2 (N): 0.198, atom 3 (C): -0.454, atom 4 (N): 0.202, atom 5 (C): -0.401, atom 6 (N): 0.231, atom 7 (N): 0.198, atom 8 (C): -0.278, atom 9 (N): 0.025, atom 10 (C): -0.204, atom 11 (C): 0.040, atom 12 (C): 0.017, atom 13 (C): 0.007, atom 14 (C): -0.099, atom 15 (N): 0.038, atom 16 (H): 0.128, atom 17 (H): 0.058, atom 18 (H): 0.137, atom 19 (H): 0.135, atom 20 (H): 0.125, atom 21 (H): 0.135, atom 22 (H): 0.128, atom 23 (H): 0.107, atom 24 (C): -0.268, atom 25 (Sb): 1.551, atom 26 (C): -0.468, atom 27 (C): -0.465, atom 28 (C): -0.049, atom 29 (C): -0.003, atom 30 (C): 0.011, atom 31 (C): -0.094, atom 32 (N): 0.083, atom 33 (Si): 0.560, atom 34 (C): -0.146, atom 35 (C): -0.133, atom 36 (C): -0.170, atom 37 (C): -0.538, atom 38 (C): -0.442, atom 39 (C): -0.043, atom 40 (C): 0.018, atom 41 (C): -0.005, atom 42 (C): -0.176, atom 43 (N): -0.009, atom 44 (Si): 0.565, atom 45 (C): -0.156, atom 46 (C): -0.155, atom 47 (C): -0.150, atom 48 (Si): 0.518, atom 49 (C): -0.142, atom 50 (C): -0.175, atom 51 (C): -0.150, atom 52 (H): 0.007, atom 53 (H): 0.007, atom 54 (H): 0.007, atom 55 (H): 0.084, atom 56 (H): 0.130, atom 57 (H): 0.126, atom 58 (H): 0.114, atom 59 (H): 0.035, atom 60 (H): 0.052, atom 61 (H): 0.034, atom 62 (H): 0.044, atom 63 (H): 0.013, atom 64 (H): 0.051, atom 65 (H): 0.033, atom 66 (H): 0.053, atom 67 (H): -0.029, atom 68 (H): 0.084, atom 69 (H): 0.136, atom 70 (H): 0.127, atom 71 (H): 0.094, atom 72 (H): 0.028, atom 73 (H): -0.016, atom 74 (H): 0.052, atom 75 (H): 0.034, atom 76 (H): 0.053, atom 77 (H): 0.034, atom 78 (H): 0.013, atom 79 (H): 0.029, atom 80 (H): 0.051, atom 81 (H): 0.022, atom 82 (H): 0.052, atom 83 (H): 0.039, atom 84 (H): 0.026, atom 85 (H): 0.005, atom 86 (H): 0.051, atom 87 (H): 0.029, atom 88 (H): 0.045, atom 89 (H): 0.003, atom 90 (C): -0.026, atom 91 (C): -0.180, atom 92 (N): -0.024, atom 93 (C): -0.153, atom 94 (C): -0.186, atom 95 (C): 0.028, atom 96 (C): -0.032, atom 97 (C): -0.009, atom 98 (C): -0.268, atom 99 (C): 0.027